No. 1
{"formula": "C16H15NO2", "method": "the ωB97M-V functional and the def2-TZVPD basis", "symbols": ["C", "N", "H", "O", "H", "H", "C", "H", "H", "C", "C", "C", "H", "H", "O", "H", "H", "H", "C", "H", "C", "H", "C", "C", "H", "C", "C", "C", "H", "C", "C", "H", "C", "C"], "coordinates": [[-0.12666, -1.50324, -0.00073], [-2.10116, -0.16246, -0.00074], [-0.77292, -2.37031, -0.00079], [2.39359, 1.71448, -0.00048], [-4.33330, -1.19810, 1.27564], [6.73217, -1.10968, 0.00348], [4.84456, 1.70489, 0.00110], [1.67093, -2.66575, -0.00032], [-2.55509, -1.06476, -0.00416], [3.60483, 1.09223, 0.00033], [0.08786, 0.91567, -0.00084], [-4.40415, 0.57299, 0.00416], [4.93050, 2.77952, 0.00088], [-5.86761, -0.31267, -1.30893], [-2.53237, 2.07585, 0.01343], [-4.32936, -1.16879, -1.30649], [4.50826, -2.19109, 0.00182], [6.94175, 1.32810, 0.00296], [5.95811, 0.88315, 0.00221], [-4.93441, 1.53021, 0.01432], [-4.78837, -0.18228, -1.26893], [-4.47741, 0.37530, -2.14938], [-0.70655, -0.22525, -0.00065], [-2.91763, 0.92876, 0.00653], [-0.34758, 1.89925, -0.00072], [1.45733, 0.72938, -0.00061], [-4.78864, -0.20928, 1.26071], [4.59974, -1.11563, 0.00154], [-4.47464, 0.32742, 2.15300], [1.23970, -1.67670, -0.00045], [2.05063, -0.54924, -0.00025], [-5.86826, -0.33697, 1.29943], [3.46799, -0.31100, 0.00049], [5.83816, -0.50402, 0.00245]], "total_charge": 0, "relative_energy_kj_mol": 0.0, "lumo_ev": 0.68}

No. 2
{"formula": "C26H34Cl2F6N2OPdSSb", "method": "the ωB97M-V functional and the def2-TZVPD basis", "symbols": ["F", "F", "Cl", "H", "H", "H", "H", "H", "C", "C", "H", "H", "C", "H", "H", "C", "H", "H", "H", "H", "C", "H", "C", "C", "C", "C", "C", "H", "Pd", "C", "H", "H", "F", "F", "N", "C", "C", "H", "C", "C", "H", "C", "C", "C", "C", "H", "H", "C", "S", "N", "H", "C", "C", "C", "Cl", "H", "H", "C", "H", "Sb", "H", "H", "C", "H", "O", "H", "H", "H", "F", "F", "H", "H", "H", "C"], "coordinates": [[0.22585, 0.08246, -1.60146], [1.19482, 0.16340, -4.03891], [0.69072, 2.58618, 0.13953], [1.96535, -1.99627, -3.03254], [0.46430, 2.06694, 2.75781], [-0.96462, 3.19808, -1.43481], [0.11983, 1.87358, 5.17732], [-4.95411, -4.41571, 0.64324], [2.01096, -3.48224, 0.03995], [-2.97959, -5.24548, 1.07598], [0.97579, -0.92920, 6.95283], [-1.11592, -2.38630, 6.64512], [4.29515, -1.18136, 0.18827], [-2.13337, -4.05049, -1.25554], [-3.79316, -6.50688, 2.61096], [1.85752, -2.77132, -2.28352], [-4.12731, -5.05245, -0.78530], [-1.85144, -6.21004, -0.53859], [4.68424, -0.22013, 0.51685], [1.45952, -5.51178, 0.42667], [-1.94219, 0.96400, 7.01120], [-1.12742, -6.40244, 1.06826], [-1.27968, -2.25623, -0.54532], [1.27071, -5.01625, -1.65770], [-0.20604, 1.06747, 4.53594], [-0.97173, -0.89307, 2.79928], [-1.91550, -3.46603, -0.37308], [-3.95932, -4.79883, 2.97785], [-0.10897, 0.27877, 0.37196], [-1.95864, -3.07531, 1.97395], [4.93354, -1.60004, -0.58966], [-2.71184, -1.61748, 6.46357], [-1.04946, -1.12666, -3.53905], [0.16040, 2.35447, -2.95945], [-1.00043, -1.48418, 0.50938], [-1.72506, -1.52293, 6.92218], [-1.32826, -1.86949, 1.76068], [-0.95162, 4.28670, 0.02610], [-0.92063, 3.27243, -0.35338], [-2.27268, -3.91286, 0.89948], [-1.86731, -1.56319, 8.00114], [-4.29531, -5.20624, 0.28084], [-2.07042, -6.35365, 0.52024], [-1.19303, -1.05903, 4.15013], [2.15910, -2.51640, -0.95276], [1.18461, -4.26265, -3.66667], [-2.38339, -5.60912, 3.14860], [-3.28977, -5.54352, 2.54214], [2.70300, -0.88438, -0.55930], [-0.39158, 0.23411, 2.33090], [-2.22033, -3.36174, 2.98093], [-0.00616, 1.19310, 3.18186], [1.56298, -4.73859, -0.32302], [1.41269, -4.04131, -2.63295], [-2.19925, 2.30762, 0.37482], [0.93813, -6.00787, -1.93618], [-1.47937, 1.93344, 6.82456], [-0.81763, -0.07315, 5.06355], [-2.57127, -7.31576, 0.62636], [-0.50804, 0.67380, -3.47102], [-1.00335, -1.89121, -1.52386], [-1.66430, -1.96663, 4.49442], [0.31382, -0.12104, 7.26822], [-2.11571, 0.88415, 8.08404], [1.87860, -0.47979, 0.71544], [-4.81327, -6.15778, 0.39912], [2.24198, -3.25517, 1.07375], [-2.91108, 0.94042, 6.50987], [-1.20576, 1.18504, -5.09796], [-2.02419, 1.05468, -2.42070], [0.81656, 0.82921, 7.08641], [4.18790, -1.87184, 1.02145], [0.16102, -0.21065, 8.34343], [-1.04782, -0.20254, 6.55797]], "total_charge": 2, "relative_energy_kj_mol": 11.8, "s2": 0.755, "multiplicity": 2, "lumo_ev": [-8.20, -8.81]}

No. 3
{"formula": "ClH4N", "method": "the ωB97M-V functional and the def2-TZVPD basis", "symbols": ["H", "N", "Cl", "H", "H", "H"], "coordinates": [[-0.55864, -1.26189, -0.24922], [-0.42747, -0.29898, 0.02592], [2.17198, 1.24170, -0.12837], [-1.18713, 0.21252, -0.39998], [0.43675, 0.14496, -0.25003], [-0.43548, -0.03829, 1.00166]], "total_charge": 0, "relative_energy_kj_mol": 2.9, "lumo_ev": -0.39}

No. 4
{"formula": "C15H30N2O4", "method": "the ωB97M-V functional and the def2-TZVPD basis", "symbols": ["H", "H", "H", "O", "O", "H", "C", "H", "C", "C", "H", "H", "H", "H", "H", "C", "C", "C", "C", "C", "H", "H", "H", "H", "H", "C", "H", "H", "H", "H", "H", "H", "C", "H", "O", "H", "H", "C", "H", "H", "H", "C", "C", "H", "N", "O", "C", "N", "H", "C", "H"], "coordinates": [[-2.93406, -0.00086, 3.21918], [5.58869, -0.70994, -1.03608], [-2.43659, -1.17571, -0.95249], [1.30171, 2.59351, -1.36050], [2.20007, 4.41826, -2.33496], [-4.34505, -0.26412, 5.04848], [-3.87360, 1.25922, 0.85123], [2.29308, -1.11696, -2.63186], [-2.23177, -1.37790, 1.14738], [-3.32436, -1.68705, 2.18798], [-4.35612, -2.01081, 4.71374], [4.48521, 0.15492, -3.07148], [1.08533, 1.02635, 1.70782], [0.76337, 0.74004, -3.44948], [-3.06409, 1.48807, 1.53604], [-4.48107, -1.01912, 4.27334], [0.76475, -2.20640, 0.59107], [2.45011, -0.06441, -2.37415], [-3.36808, 0.41331, -0.29804], [3.94325, 0.17929, -2.12058], [-1.92986, -2.37688, 0.83626], [-4.26571, 2.19130, 0.44664], [1.82887, 2.75502, -4.39734], [4.09229, 1.16457, -1.66751], [-0.72505, -1.22596, 2.68344], [1.85566, 0.79708, -3.50612], [2.27801, 0.03265, 0.88178], [0.05426, -0.30064, -0.11003], [1.86034, 4.77877, -1.50186], [4.02206, -0.87833, -0.22344], [2.15409, 0.35334, -4.46141], [-1.18073, 0.31849, 1.97456], [1.88121, 3.10809, -2.30061], [0.03176, -2.75621, 0.00360], [-3.95500, -2.73416, 2.10414], [4.40097, -1.88435, -1.63700], [-4.68032, 0.73065, 1.35302], [4.52143, -0.89052, -1.19490], [1.69495, -2.17950, 0.02428], [3.36512, 2.35541, -3.64701], [1.67357, -0.47102, 2.47412], [1.40455, -0.00054, 1.52829], [0.27860, -0.77578, 0.84362], [1.90331, 0.12328, -1.44912], [-3.50746, -0.82840, 3.19965], [-3.60358, 0.77062, -1.44080], [-0.96687, -0.72430, 1.74466], [-2.67360, -0.70775, -0.09191], [0.93710, -2.72130, 1.53623], [2.28243, 2.28145, -3.52315], [-5.49317, -0.94478, 3.87126]], "total_charge": 0, "relative_energy_kj_mol": 0.0, "lumo_ev": 0.57}